11
Properties=species:S:1:pos:R:3:forces:R:3 method="wB97M-V/def2-TZVPD" smiles=Cc1[nH][nH]c1Br homo_lumo_gap_ha=0.3320 lumo_energy_ev=0.9071 total_energy_ha=-2800.717440 e_homo_ev=-8.1
C 0.404 1.175 -0.095 -5.4 -0.4 -1.9
C -0.496 -0.031 0.071 0.5 -2.2 -0.4
N -0.019 -1.502 -0.052 -1.8 2.1 -1.9
N -1.452 -1.839 0.004 -0.5 -1.9 0.6
C -1.778 -0.498 0.047 2.1 1.5 -0.2
Br -3.465 0.215 -0.052 -0.4 0.2 -0.1
H 1.316 0.891 -0.394 3.3 -1.0 -1.4
H -0.108 1.902 -0.802 0.9 -0.9 0.5
H 0.463 1.649 0.782 0.5 2.0 3.5
H 0.536 -1.945 0.666 -0.4 0.2 0.6
H -1.897 -2.369 -0.785 1.3 0.6 0.7


18
Properties=species:S:1:pos:R:3:forces:R:3 method="wB97M-V/def2-TZVPD" homo_lumo_gap_ha=0.3762 lumo_energy_ev=-4.4295 charge=+1 total_energy_ha=-363.581943 e_homo_ev=-14.7
C -1.520 0.630 -0.510 0.5 -0.7 -0.7
C 0.271 1.081 -2.111 1.8 0.8 2.0
N -0.090 0.614 -0.967 0.6 -0.5 -0.7
H -2.136 0.030 -1.254 1.1 -0.1 1.5
H -1.953 1.595 -0.637 0.1 1.1 0.3
H -1.491 0.332 0.544 -0.6 -0.2 -0.6
H -0.146 2.007 -2.529 -0.8 -1.1 -0.6
H 1.295 0.784 -2.388 -0.5 0.4 -0.2
H 0.758 0.158 -0.331 -2.1 0.0 -0.7
H 1.565 1.782 3.382 0.7 1.5 1.1
H 0.650 0.529 3.768 1.1 1.2 -1.1
O 1.158 1.016 3.053 -1.8 -2.5 0.4
H -0.445 -3.024 -1.152 -1.0 0.4 -0.1
H -1.846 -3.506 -1.459 -0.3 -0.1 -0.1
O -1.368 -2.697 -1.259 1.3 -0.3 0.2
H 2.093 -1.219 1.189 -1.8 3.0 -1.3
H 1.625 0.221 1.754 -0.4 -0.4 -0.9
O 1.580 -0.332 0.908 2.1 -2.7 1.5